Molecular formula: C3H2I3O2
Method: DFT, wB97M-V/def2-TZVPD

- Net charge: -1
- F_max: 4.9 eV Å⁻¹
- Gap between HOMO and LUMO: 7.64 eV
- Energy above the lowest of the compared OMol25 structures with the same formula, charge and spin: 47.6 kJ/mol

Each line ends with the Mulliken charge.
Cartesian coordinates (Å):
C (0.215, 0.060, 1.626)  0.798
C (-0.092, 0.676, -1.345)  -0.810
C (0.139, -0.712, 0.242)  -0.654
O (1.136, 0.880, 1.711)  -0.665
O (-0.710, -0.309, 2.374)  -0.667
I (-1.928, 1.430, -1.095)  0.070
I (2.107, -1.518, -0.146)  0.040
I (-1.446, -2.091, 0.065)  0.132
H (0.506, 1.494, -1.189)  0.379
H (0.074, 0.090, -2.242)  0.378

Molecular formula: C3H2IN2
Method: DFT, wB97M-V/def2-TZVPD

- Net charge: +1
- F_max: 2.8 eV Å⁻¹
- Gap between HOMO and LUMO (spin up / spin down): 6.81 / 6.81 eV
- Energy above the lowest of the compared OMol25 structures with the same formula, charge and spin: 57.6 kJ/mol

Each line ends with the Mulliken charge.
Cartesian coordinates (Å):
C (-1.156, 1.545, 0.940)  0.478
C (0.676, 0.279, 0.304)  0.068
C (-0.238, -0.806, -0.136)  -0.309
N (0.102, 1.327, 0.736)  -0.312
N (-2.253, 1.877, 1.131)  -0.272
I (0.332, -2.398, -1.157)  0.599
H (1.738, 0.277, 0.143)  0.420
H (-1.411, -0.577, -0.018)  0.329

Molecular formula: C3H2IN2
Method: DFT, wB97M-V/def2-TZVPD

- Net charge: +1
- Multiplicity: 3
- F_max: 3.6 eV Å⁻¹
- <S²>: 2.023
- Gap between HOMO and LUMO (spin up / spin down): 7.39 / 6.41 eV
- Energy above the lowest of the compared OMol25 structures with the same formula, charge and spin: 183.2 kJ/mol

Each line ends with the Mulliken spin population.
Cartesian coordinates (Å):
C (0.369, 1.164, -0.336)  0.632
C (0.838, -1.594, 0.196)  0.113
C (-0.891, 1.116, -0.459)  0.255
N (1.409, -0.628, -0.078)  0.004
N (1.522, 0.686, -0.077)  0.249
I (-1.958, -0.027, 1.046)  0.741
H (0.378, -2.441, 0.577)  -0.001
H (-1.668, 1.722, -0.868)  0.008

Molecular formula: C3H2INS
Method: DFT, wB97M-V/def2-TZVPD

- Net charge: 0
- F_max: 1.2 eV Å⁻¹
- Gap between HOMO and LUMO (spin up / spin down): 7.24 / 7.24 eV
- Energy above the lowest of the compared OMol25 structures with the same formula, charge and spin: 444.8 kJ/mol

Each line ends with the Mulliken charge.
Cartesian coordinates (Å):
C (-1.115, -1.545, -0.214)  -0.462
C (-0.461, 1.019, 0.213)  -0.187
C (1.751, 0.472, -0.668)  -0.108
N (0.732, 0.735, -0.072)  -0.006
S (-1.806, -0.158, 0.282)  0.062
I (3.508, -0.208, 0.162)  0.115
H (-1.868, -2.336, -0.194)  0.251
H (-0.741, 2.022, 0.491)  0.335

Molecular formula: C3H2LaO2
Method: DFT, wB97M-V/def2-TZVPD

- Net charge: +2
- Multiplicity: 2
- F_max: 4.7 eV Å⁻¹
- <S²>: 0.752
- Gap between HOMO and LUMO (spin up / spin down): 5.99 / 7.38 eV
- Energy above the lowest of the compared OMol25 structures with the same formula, charge and spin: 187.9 kJ/mol

Each line ends with the Mulliken spin population.
Cartesian coordinates (Å):
O (-0.795, -0.887, -0.289)  0.026
O (0.222, 0.951, 0.411)  0.025
C (0.524, -1.027, -0.575)  0.009
C (1.160, 0.119, -0.179)  0.000
C (-0.974, 0.264, 0.470)  -0.032
H (2.185, 0.208, 0.177)  0.000
La (-3.289, 1.106, 1.659)  0.969
H (0.968, -0.734, -1.675)  0.002

Molecular formula: C3H2Li2O3Rh
Method: DFT, wB97M-V/def2-TZVPD

- Net charge: +3
- Multiplicity: 5
- F_max: 5.1 eV Å⁻¹
- <S²>: 6.013
- Gap between HOMO and LUMO (spin up / spin down): 8.59 / 8.89 eV

Each line ends with the Mulliken spin population.
Cartesian coordinates (Å):
C (-0.448, -0.022, 1.077)  0.229
C (0.516, -0.085, -0.126)  0.504
O (-0.058, 0.115, 2.236)  0.134
H (-1.495, -0.037, 0.775)  0.024
H (1.426, 0.517, -0.128)  0.028
Li (0.396, -1.096, 3.549)  0.004
Li (0.590, 1.814, 2.627)  0.003
O (0.130, -0.785, -1.149)  0.282
C (0.300, -0.568, -2.734)  0.603
O (0.314, 0.186, -3.565)  0.075
Rh (-1.672, -0.038, -2.563)  2.114

Molecular formula: C3H2LiMnO2
Method: DFT, wB97M-V/def2-TZVPD

- Net charge: +2
- Multiplicity: 7
- F_max: 4.0 eV Å⁻¹
- <S²>: 12.022
- Gap between HOMO and LUMO (spin up / spin down): 5.13 / 5.68 eV
- Energy above the lowest of the compared OMol25 structures with the same formula, charge and spin: 225.0 kJ/mol

Each line ends with the Mulliken spin population.
Cartesian coordinates (Å):
C (-0.579, 1.494, -0.278)  0.199
C (0.421, 1.215, 0.471)  -0.038
H (-1.278, 2.264, 0.066)  0.011
H (1.387, 1.667, 0.687)  0.007
O (0.945, -0.500, 0.872)  0.207
C (1.053, -1.255, -0.109)  0.404
O (0.038, -1.631, -0.736)  -0.021
Li (-1.237, -0.100, -1.494)  0.003
Mn (-0.750, -3.153, 0.521)  5.228

Molecular formula: C3H2LiO3Sc
Method: DFT, wB97M-V/def2-TZVPD

- Net charge: +2
- F_max: 4.9 eV Å⁻¹
- Gap between HOMO and LUMO (spin up / spin down): 8.21 / 6.51 eV
- Energy above the lowest of the compared OMol25 structures with the same formula, charge and spin: 8.3 kJ/mol

Each line ends with the Mulliken charge.
Cartesian coordinates (Å):
C (-4.478, 0.419, 0.030)  -0.547
C (-3.239, -0.054, -0.048)  0.639
O (-2.280, 0.221, -0.837)  -0.577
Sc (-0.307, 0.081, -0.313)  1.434
H (-5.293, -0.186, 0.394)  0.314
H (-4.713, 1.446, -0.203)  0.315
O (-3.530, -1.797, 2.202)  -0.417
C (-2.811, -1.458, 1.329)  0.731
Li (-1.388, -3.002, 2.747)  0.931
O (-1.464, -1.382, 1.485)  -0.825

Molecular formula: C3H2LuO3
Method: DFT, wB97M-V/def2-TZVPD

- Net charge: +1
- F_max: 5.0 eV Å⁻¹
- Gap between HOMO and LUMO (spin up / spin down): 5.29 / 5.29 eV
- Energy above the lowest of the compared OMol25 structures with the same formula, charge and spin: 231.8 kJ/mol

Each line ends with the Mulliken charge.
Cartesian coordinates (Å):
O (-1.303, 2.167, 1.997)  -0.183
C (-0.788, 1.515, 1.181)  0.872
O (-0.088, 1.358, 0.219)  -0.500
O (-0.650, -1.177, 1.013)  -0.638
C (-0.761, -2.152, 0.044)  0.153
C (-1.237, -3.380, 0.345)  -0.547
H (-1.062, -4.225, -0.325)  0.235
H (-1.640, -3.620, 1.340)  0.261
Lu (0.676, -0.561, -0.816)  1.347

Molecular formula: C3H2N2
Method: DFT, wB97M-V/def2-TZVPD

- Net charge: 0
- F_max: 2.1 eV Å⁻¹
- Gap between HOMO and LUMO: 11.20 eV
- Energy above the lowest of the compared OMol25 structures with the same formula, charge and spin: 188.3 kJ/mol

Each line ends with the Mulliken charge.
Cartesian coordinates (Å):
N (0.214, 3.018, -1.027)  -0.351
C (0.360, 2.032, -0.453)  0.120
C (0.101, 0.830, 0.313)  0.156
C (0.650, -0.394, -0.213)  -0.112
N (1.246, 0.038, 0.813)  -0.424
H (-0.820, 0.702, 0.981)  0.306
H (0.656, -1.066, -1.045)  0.305

Molecular formula: C3H2N2O
Method: DFT, wB97M-V/def2-TZVPD

- Net charge: 0
- F_max: 2.1 eV Å⁻¹
- Gap between HOMO and LUMO: 10.72 eV
- Energy above the lowest of the compared OMol25 structures with the same formula, charge and spin: 100.3 kJ/mol

Each line ends with the Mulliken charge.
Cartesian coordinates (Å):
N (-2.631, 0.340, 0.200)  -0.361
C (-1.548, 0.281, -0.162)  0.219
C (-0.152, 0.256, -0.483)  -0.184
N (0.676, 0.200, 0.772)  -0.321
C (0.813, -0.870, 0.023)  0.465
O (1.197, -1.957, -0.181)  -0.439
H (0.308, 0.863, -1.253)  0.358
H (1.337, 0.886, 1.084)  0.262

Molecular formula: C3H2N2O
Method: DFT, wB97M-V/def2-TZVPD

- Net charge: 0
- F_max: 3.5 eV Å⁻¹
- Gap between HOMO and LUMO: 8.37 eV
- Energy above the lowest of the compared OMol25 structures with the same formula, charge and spin: 459.0 kJ/mol

Each line ends with the Mulliken charge.
Cartesian coordinates (Å):
C (-0.645, -2.242, 1.515)  0.394
C (-0.199, -0.443, -0.002)  0.721
C (0.481, 1.936, -1.539)  -0.472
N (-0.706, -2.959, 2.406)  -0.345
N (-0.597, -1.515, 0.441)  -0.348
O (0.136, 0.554, -0.535)  -0.269
H (-0.028, 2.684, -0.926)  0.161
H (1.558, 1.985, -1.360)  0.158

Molecular formula: C3H2N2O
Method: DFT, wB97M-V/def2-TZVPD

- Net charge: 0
- F_max: 2.0 eV Å⁻¹
- Gap between HOMO and LUMO (spin up / spin down): 8.11 / 8.44 eV
- Energy above the lowest of the compared OMol25 structures with the same formula, charge and spin: 359.3 kJ/mol

Each line ends with the Mulliken charge.
Cartesian coordinates (Å):
O (-1.341, -0.290, 0.786)  -0.429
C (-0.186, 0.200, 0.268)  0.032
C (-0.236, 1.452, -0.403)  0.274
N (-0.240, 2.497, -0.917)  -0.346
C (0.849, -0.735, -0.115)  0.225
N (1.837, -1.438, -0.116)  -0.396
H (-1.152, -0.652, 1.670)  0.367
H (0.517, -1.091, -1.142)  0.273

Molecular formula: C3H2N2O
Method: DFT, wB97M-V/def2-TZVPD

- Net charge: 0
- F_max: 8.5 eV Å⁻¹
- Gap between HOMO and LUMO: 8.90 eV
- Energy above the lowest of the compared OMol25 structures with the same formula, charge and spin: 245.8 kJ/mol

Each line ends with the Mulliken charge.
Cartesian coordinates (Å):
O (-0.501, 1.926, 0.463)  -0.502
C (-0.192, 0.699, 0.341)  0.694
C (1.111, 0.144, -0.324)  0.078
N (0.996, -0.975, -0.765)  -0.355
N (-0.329, -1.495, -0.174)  -0.258
C (-1.021, -0.568, 0.386)  -0.291
H (2.001, 1.068, -0.229)  0.254
H (-2.054, -0.839, 0.676)  0.379

Molecular formula: C3H2N2O2
Method: DFT, wB97M-V/def2-TZVPD

- Net charge: 0
- F_max: 1.4 eV Å⁻¹
- Gap between HOMO and LUMO: 10.30 eV
- Energy above the lowest of the compared OMol25 structures with the same formula, charge and spin: 303.9 kJ/mol

Each line ends with the Mulliken charge.
Cartesian coordinates (Å):
N (-1.416, -0.630, 0.221)  -0.106
C (-0.142, -0.242, 0.578)  -0.246
O (0.755, -0.735, -0.259)  -0.220
C (1.960, -0.005, -0.120)  0.252
O (2.895, -0.255, -0.798)  -0.385
C (-1.977, 0.618, 0.192)  0.420
N (-2.307, 1.725, 0.118)  -0.368
H (-1.612, -1.267, -0.561)  0.282
H (1.843, 0.792, 0.630)  0.371

Molecular formula: C3H2N2O2
Method: DFT, wB97M-V/def2-TZVPD

- Net charge: 0
- F_max: 1.9 eV Å⁻¹
- Gap between HOMO and LUMO: 11.24 eV
- Energy above the lowest of the compared OMol25 structures with the same formula, charge and spin: 85.7 kJ/mol

Each line ends with the Mulliken charge.
Cartesian coordinates (Å):
H (1.054, 1.406, 0.551)  0.353
N (1.212, 0.485, 0.961)  -0.559
C (0.444, -0.375, 0.471)  0.504
C (0.493, -1.766, 0.909)  0.202
N (0.537, -2.874, 1.257)  -0.358
O (-0.551, -0.257, -0.493)  -0.245
C (-0.918, 0.959, -0.996)  0.236
O (-0.381, 2.019, -0.784)  -0.497
H (-1.793, 0.798, -1.641)  0.363

Molecular formula: C3H2N2O2
Method: DFT, wB97M-V/def2-TZVPD

- Net charge: 0
- F_max: 0.5 eV Å⁻¹
- Gap between HOMO and LUMO: 10.43 eV
- Energy above the lowest of the compared OMol25 structures with the same formula, charge and spin: 150.6 kJ/mol

Each line ends with the Mulliken charge.
Cartesian coordinates (Å):
O (-2.557, -0.588, -0.519)  -0.414
C (-1.793, 0.150, 0.044)  -0.060
C (-0.317, -0.055, 0.050)  0.634
N (0.558, 0.889, 0.203)  -0.494
C (1.726, 0.201, 0.014)  -0.060
N (1.579, -1.075, -0.209)  -0.270
O (0.211, -1.251, -0.194)  -0.072
H (-2.109, 1.064, 0.574)  0.341
H (2.702, 0.665, 0.037)  0.394

Molecular formula: C3H2N2O2
Method: DFT, wB97M-V/def2-TZVPD

- Net charge: 0
- F_max: 5.0 eV Å⁻¹
- Gap between HOMO and LUMO (spin up / spin down): 7.59 / 7.88 eV
- Energy above the lowest of the compared OMol25 structures with the same formula, charge and spin: 428.8 kJ/mol

Each line ends with the Mulliken charge.
Cartesian coordinates (Å):
O (-0.605, -0.913, 3.089)  -0.403
C (-0.430, -0.874, 1.933)  0.570
N (-0.627, -0.810, 0.739)  -0.255
C (-0.156, -0.676, -0.531)  -0.166
C (0.391, 0.493, -1.209)  0.070
N (0.597, 1.722, -0.777)  -0.063
O (1.184, 2.259, 0.167)  -0.336
H (-0.721, -1.419, -1.069)  0.315
H (0.367, 0.216, -2.342)  0.266

Molecular formula: C3H2N2O2
Method: DFT, wB97M-V/def2-TZVPD

- Net charge: 0
- Multiplicity: 3
- F_max: 7.4 eV Å⁻¹
- <S²>: 2.029
- Gap between HOMO and LUMO (spin up / spin down): 8.50 / 6.75 eV
- Energy above the lowest of the compared OMol25 structures with the same formula, charge and spin: 382.5 kJ/mol

Each line ends with the Mulliken spin population.
Cartesian coordinates (Å):
C (-0.101, 2.005, -0.294)  -0.002
C (0.040, 0.626, -0.558)  0.636
C (-0.294, -0.272, 0.415)  0.663
N (-0.039, 3.159, -0.372)  0.399
N (0.053, -1.653, 0.345)  -0.006
O (0.454, -2.159, -0.689)  0.053
O (0.071, -2.139, 1.466)  0.240
H (0.623, 0.386, -1.544)  0.007
H (-0.806, 0.047, 1.230)  0.010

Molecular formula: C3H2N2O3
Method: DFT, wB97M-V/def2-TZVPD

- Net charge: 0
- F_max: 5.0 eV Å⁻¹
- Gap between HOMO and LUMO: 9.36 eV
- Energy above the lowest of the compared OMol25 structures with the same formula, charge and spin: 454.7 kJ/mol

Each line ends with the Mulliken charge.
Cartesian coordinates (Å):
O (2.435, 0.235, 0.045)  -0.414
C (1.273, -0.076, 0.111)  0.441
N (0.839, -1.536, -0.277)  -0.406
C (-0.347, -1.355, 0.113)  -0.117
N (-0.935, -0.106, 0.302)  0.079
O (-2.360, -0.172, -0.183)  -0.381
C (-0.014, 0.862, 0.063)  0.457
O (-0.180, 1.999, -0.170)  -0.472
H (-1.189, -2.023, -0.013)  0.422
H (-2.770, 0.438, 0.577)  0.392